Record 1
ORCA calculation (ωB97M-V with the def2-TZVPD basis set) on a molecular structure, C7H13ClNO.

Each line ends with the Löwdin charge.
CARTESIAN COORDINATES (ANGSTROEM)
C  0.0127  -1.3940  -1.1486  -0.08
C  -0.0243  -1.9418  0.9111  -0.12
C  1.5477  -0.1047  0.2404  -0.08
C  1.1736  -1.5880  0.0450  -0.21
C  -0.7184  -0.9247  0.0295  -0.63
C  0.1970  0.6013  0.3443  -0.46
C  -0.1634  1.5633  -0.7344  -0.09
N  -1.4379  2.2697  -0.3383  0.16
O  -0.0934  1.2120  1.5437  0.03
Cl  -2.4860  -0.4297  0.2530  0.69
H  0.2763  -0.8153  -2.0088  0.09
H  -0.0967  -2.5598  -1.4786  0.18
H  -0.1742  -3.0063  0.9311  0.12
H  0.3527  -1.7165  1.9860  0.15
H  2.2072  -0.0188  1.1088  0.14
H  2.1265  0.2553  -0.6449  0.14
H  2.0238  -2.2505  -0.1034  0.15
H  -0.4616  1.0233  -1.6441  0.13
H  0.7195  2.1994  -0.9636  0.17
H  -1.5790  3.2599  -0.6318  0.19
H  -1.1458  2.2747  0.5940  0.08
H  -2.3159  1.6017  -0.4379  0.12
H  0.0595  0.4895  2.1476  0.12

Cartesian forces (eV/Å) of the 3 atoms listed first:
C 2.02 -4.85 -0.65
C 2.74 1.17 3.26
C 1.00 -0.27 -0.44

Calculated values
Highest occupied orbital energy ... -13.59 eV
LUMO energy ... -3.1 eV
Energy ... -864.36869 Ha
M ... 162.640 g/mol
Largest force on an atom ... 5.30 eV/Å
Charge ... +1

=====

Record 2
ORCA calculation (ωB97M-V with the def2-TZVPD basis set) on a molecular structure, C5H8O.

Each line ends with the Löwdin charge.
CARTESIAN COORDINATES (ANGSTROEM)
O  -1.3001  1.3529  0.4803  -0.01
C  -0.9429  0.0301  0.2822  -0.29
C  0.2180  -1.5636  -0.2725  0.11
C  0.3979  0.2920  -1.0264  -0.09
C  1.3088  0.3199  0.2340  -0.17
C  0.2599  -0.5683  0.9145  -0.34
H  -2.1123  1.4999  -0.0270  0.11
H  -1.8370  -0.5939  0.2389  0.13
H  -0.7633  -2.0810  -0.3077  0.03
H  -0.0437  1.2615  -1.2741  0.10
H  0.7956  -0.1475  -1.9397  0.09
H  2.2529  -0.2100  0.0851  0.11
H  1.4812  1.3145  0.6566  0.11
H  0.2851  -0.9065  1.9558  0.14

Cartesian forces (eV/Å) of the 3 atoms listed first:
O -0.07 0.08 -0.02
C -0.14 -0.23 0.12
C -0.12 -0.29 0.10

Calculated values
Highest occupied orbital energy ... -7.85 eV
LUMO energy ... 0.6 eV
Energy ... -270.29164 Ha
M ... 84.118 g/mol
Largest force on an atom ... 0.38 eV/Å

=====

Record 3
ORCA calculation (ωB97M-V with the def2-TZVPD basis set) on 2 unconnected molecules or ions with the total composition C4H10O3.

Each line ends with the Löwdin charge.
CARTESIAN COORDINATES (ANGSTROEM)
C  -1.2729  0.6647  0.3575  -0.11
C  0.0849  0.2577  -0.2263  -0.25
C  -0.0887  -0.4625  -1.5650  -0.13
C  0.9966  -0.0788  -2.5371  -0.51
O  2.1784  -0.0434  -2.3805  0.12
O  0.4138  0.4746  -3.6839  0.05
H  -1.6015  1.5896  -0.1479  0.08
H  -1.0905  0.9231  1.4193  0.08
H  -2.0227  -0.1180  0.3099  0.07
H  0.6858  -0.3960  0.4062  0.11
H  0.6993  1.1600  -0.4035  0.12
H  -0.0401  -1.5702  -1.4692  0.14
H  -1.0044  -0.2426  -2.1448  0.12
H  1.0533  0.3379  -4.3984  0.11
O  0.1344  -0.5059  5.4256  -0.06
H  0.2079  -0.9957  6.2490  0.03
H  0.6664  -0.9946  4.7889  0.03

Cartesian forces (eV/Å) of the 3 atoms listed first:
C 1.06 0.74 0.85
C -0.10 0.12 -0.63
C 0.14 -0.70 -1.16

Calculated values
Highest occupied orbital energy ... -10.47 eV
LUMO energy ... 0.7 eV
Energy ... -384.13111 Ha
M ... 106.121 g/mol
Largest force on an atom ... 1.72 eV/Å

=====

Among the records above, which one has the lowest highest occupied orbital energy? C7H13ClNO